Below is a molecular structure, C45H40Cl2IN5NaO6PS, with properties calculated with ωB97M-V/def2-TZVPD.

Computed properties:
Max |F| in eV/Å: 0.6
Gap between HOMO and LUMO in eV: 3.814
E in eV: -124739.4612
LUMO energy in eV: 3.10
Highest occupied orbital energy in eV: -0.7
Net charge: -2

Atoms and positions in Å:
Na (0.170, -1.778, 0.382)
Cl (6.760, -2.218, -2.787)
C (5.210, -2.506, -2.016)
C (5.138, -3.368, -0.955)
C (3.922, -3.632, -0.325)
I (3.873, -5.001, 1.245)
C (2.700, -3.042, -0.708)
O (1.590, -3.295, -0.186)
C (2.822, -2.092, -1.823)
N (1.685, -1.461, -2.180)
C (1.700, -0.643, -3.200)
C (2.858, -0.360, -3.945)
C (4.032, -0.952, -3.575)
C (4.051, -1.850, -2.486)
H (6.039, -3.853, -0.603)
H (0.758, -0.158, -3.452)
H (2.817, 0.339, -4.771)
H (4.956, -0.734, -4.095)
O (-4.433, 4.093, 1.832)
C (-4.586, 3.937, 0.506)
O (-5.188, 4.766, -0.130)
C (-3.977, 2.722, -0.116)
C (-3.587, 1.617, 0.630)
C (-2.990, 0.541, -0.001)
C (-2.798, 0.543, -1.373)
C (-3.211, 1.639, -2.134)
C (-3.799, 2.719, -1.503)
N (-2.145, -0.613, -1.848)
C (-2.114, -0.957, -3.065)
C (-1.369, -2.178, -3.451)
C (-1.285, -2.563, -4.785)
C (-0.571, -3.711, -5.091)
C (0.029, -4.416, -4.061)
C (-0.105, -3.946, -2.757)
N (-0.792, -2.854, -2.461)
H (-3.832, 3.432, 2.212)
H (-3.731, 1.551, 1.703)
H (-2.650, -0.316, 0.561)
H (-3.047, 1.671, -3.203)
H (-4.111, 3.589, -2.064)
H (-2.625, -0.419, -3.874)
H (-1.763, -1.973, -5.557)
H (-0.480, -4.046, -6.117)
H (0.606, -5.310, -4.256)
H (0.377, -4.434, -1.917)
C (-3.370, -4.842, 2.635)
O (-2.460, -5.356, 1.661)
P (-1.451, -4.337, 0.859)
O (-2.515, -3.184, 0.361)
C (-3.477, -3.548, -0.610)
O (-0.925, -3.351, 2.027)
C (0.144, -3.797, 2.885)
H (-3.583, -5.646, 3.339)
H (-4.298, -4.526, 2.155)
H (-2.944, -3.989, 3.164)
H (-4.162, -2.707, -0.709)
H (-4.040, -4.434, -0.296)
H (-3.011, -3.745, -1.576)
H (0.163, -3.099, 3.717)
H (1.093, -3.739, 2.356)
H (-0.056, -4.815, 3.230)
N (0.274, 1.322, -0.656)
S (1.201, 2.231, -1.543)
C (2.927, 1.803, -1.199)
C (3.180, 0.824, -0.258)
C (4.498, 0.445, -0.024)
C (5.531, 1.036, -0.733)
C (5.258, 2.022, -1.678)
C (3.949, 2.407, -1.917)
C (1.161, 3.757, -0.610)
C (1.302, 3.686, 0.772)
C (1.204, 4.849, 1.515)
C (0.960, 6.065, 0.882)
C (0.808, 6.120, -0.494)
C (0.905, 4.956, -1.249)
H (-0.189, 0.649, -1.262)
H (2.372, 0.354, 0.297)
H (4.688, -0.328, 0.710)
H (6.554, 0.723, -0.564)
H (6.067, 2.475, -2.239)
H (3.724, 3.167, -2.659)
H (1.448, 2.727, 1.255)
H (1.304, 4.805, 2.592)
H (0.875, 6.968, 1.472)
H (0.600, 7.065, -0.982)
H (0.778, 4.979, -2.324)
Cl (1.543, -0.857, 2.236)
C (-2.497, -0.054, 3.564)
C (-2.034, 1.071, 4.176)
C (-1.733, 2.296, 3.450)
C (-1.357, 3.446, 4.075)
C (-1.211, 3.524, 5.481)
C (-1.442, 2.330, 6.211)
C (-1.825, 1.174, 5.607)
C (-0.808, 4.716, 6.111)
N (-0.475, 5.702, 6.625)
H (-2.659, -0.097, 2.503)
H (-2.686, -0.963, 4.121)
H (-1.750, 2.269, 2.365)
H (-1.150, 4.329, 3.479)
H (-1.307, 2.348, 7.288)
H (-1.995, 0.288, 6.210)

Forces on the atoms, in the same order (eV/Å):
Na -0.249 0.486 -0.251
Cl 0.009 0.007 -0.001
C 0.000 0.008 0.008
C 0.008 0.023 -0.013
C 0.060 -0.031 -0.015
I -0.012 -0.009 0.014
C 0.145 -0.029 -0.005
O 0.050 -0.439 -0.078
C -0.071 0.044 0.010
N 0.008 0.041 -0.017
C 0.026 0.010 -0.018
C 0.011 -0.017 0.035
C 0.012 0.021 0.002
C 0.058 0.003 -0.053
H 0.011 -0.012 -0.007
H -0.006 0.011 -0.005
H -0.001 0.012 -0.009
H -0.010 -0.005 -0.003
O -0.085 -0.008 -0.183
C 0.078 0.056 0.158
O -0.057 -0.012 -0.024
C -0.027 -0.004 -0.084
C -0.073 -0.043 -0.047
C -0.140 0.111 0.050
C -0.118 -0.197 -0.038
C 0.027 0.025 0.052
C 0.066 -0.046 0.114
N 0.164 0.153 -0.274
C -0.078 -0.016 0.191
C -0.030 0.054 -0.004
C 0.049 -0.031 0.080
C 0.002 -0.003 -0.012
C 0.052 -0.010 0.001
C 0.036 0.026 -0.134
N -0.159 -0.197 0.086
H 0.149 0.011 0.134
H -0.041 0.047 -0.026
H 0.009 -0.053 -0.002
H 0.039 -0.024 -0.020
H -0.009 0.016 0.004
H -0.008 0.028 0.041
H -0.014 0.020 -0.009
H 0.009 0.001 0.008
H 0.000 -0.003 -0.001
H 0.004 -0.046 0.028
C -0.028 0.021 0.019
O 0.056 0.015 0.083
P -0.311 -0.177 -0.004
O 0.015 0.019 0.052
C -0.035 0.007 -0.039
O 0.087 -0.050 -0.147
C 0.042 0.012 -0.012
H -0.002 0.011 -0.003
H -0.010 0.003 0.006
H -0.009 -0.014 0.002
H 0.014 -0.005 -0.020
H 0.002 0.029 -0.006
H 0.030 -0.012 -0.036
H 0.035 -0.013 -0.012
H 0.011 -0.038 0.007
H 0.008 0.001 0.033
N -0.207 -0.206 -0.009
S -0.005 0.101 0.154
C -0.005 0.017 -0.033
C 0.042 -0.012 -0.033
C -0.041 0.010 0.008
C 0.043 0.000 -0.002
C 0.025 -0.006 -0.022
C 0.003 0.018 0.014
C 0.013 -0.035 0.043
C -0.047 0.013 -0.006
C 0.007 -0.017 -0.008
C 0.007 0.027 0.026
C -0.004 0.009 -0.031
C 0.081 0.019 -0.008
H 0.103 0.050 -0.138
H -0.043 0.017 0.031
H 0.012 -0.011 0.019
H 0.003 -0.008 -0.003
H 0.003 0.009 0.004
H -0.007 0.015 -0.019
H 0.003 -0.057 0.011
H -0.019 -0.003 0.015
H -0.007 0.003 0.004
H -0.001 -0.002 -0.001
H -0.014 0.003 -0.025
Cl 0.297 0.161 0.284
C -0.140 -0.030 0.299
C -0.177 0.146 -0.124
C -0.053 -0.025 -0.129
C -0.004 0.108 0.072
C -0.004 -0.046 -0.143
C -0.026 -0.043 0.084
C -0.034 -0.037 0.053
C 0.011 0.030 0.012
N 0.015 0.076 0.052
H 0.169 -0.061 -0.108
H 0.028 -0.010 0.057
H 0.124 -0.016 0.015
H 0.024 0.014 -0.021
H 0.001 -0.006 -0.001
H 0.022 -0.006 0.000


Below is a molecular structure, C52H50CsN12PS, with properties calculated with ωB97M-V/def2-TZVPD.

Computed properties:
Max |F| in eV/Å: 0.8
ΔE to the lowest compared entry with this formula, charge and spin in eV: 0.0000
Gap between HOMO and LUMO in eV: 7.993
E in eV: -93279.8586
LUMO energy in eV: -4.58
Highest occupied orbital energy in eV: -12.6
Net charge: +2

Atoms and positions in Å:
Cs (1.199, -0.047, 0.019)
C (4.529, -0.351, 3.286)
C (4.003, -0.314, 2.003)
N (3.353, 0.750, 1.545)
C (3.224, 1.788, 2.373)
C (3.732, 1.728, 3.669)
N (4.382, 0.666, 4.126)
C (2.510, 3.001, 1.870)
C (2.969, 4.262, 2.220)
C (2.319, 5.395, 1.740)
C (1.212, 5.172, 0.926)
C (0.805, 3.878, 0.631)
N (1.448, 2.800, 1.085)
C (-0.383, 3.645, -0.248)
C (-1.345, 4.636, -0.460)
N (-2.356, 4.480, -1.301)
C (-2.428, 3.318, -1.940)
C (-1.520, 2.302, -1.689)
N (-0.503, 2.460, -0.847)
C (2.789, 6.771, 2.062)
C (3.975, 6.992, 2.756)
C (4.370, 8.293, 3.031)
N (3.677, 9.367, 2.671)
C (2.543, 9.158, 2.010)
C (2.063, 7.898, 1.686)
H (5.075, -1.218, 3.641)
H (4.105, -1.161, 1.331)
H (3.591, 2.552, 4.360)
H (3.846, 4.345, 2.844)
H (0.684, 6.005, 0.490)
H (-1.306, 5.578, 0.072)
H (-3.229, 3.190, -2.659)
H (-1.590, 1.350, -2.205)
H (4.611, 6.184, 3.085)
H (5.294, 8.474, 3.568)
H (1.984, 10.040, 1.723)
H (1.126, 7.832, 1.153)
N (1.151, -3.039, 4.519)
C (0.481, -2.006, 5.149)
C (0.135, -1.778, 6.478)
C (-0.538, -0.604, 6.746)
C (-0.853, 0.316, 5.730)
C (-0.505, 0.080, 4.416)
C (0.168, -1.108, 4.126)
N (0.631, -1.590, 2.908)
C (1.211, -2.729, 3.191)
C (1.899, -3.572, 2.210)
C (2.620, -4.700, 2.468)
S (3.303, -5.294, 1.025)
C (2.584, -4.003, 0.170)
N (1.877, -3.184, 0.892)
H (1.530, -3.858, 4.960)
H (0.383, -2.477, 7.266)
H (-0.825, -0.380, 7.764)
H (-1.370, 1.229, 5.993)
H (-0.731, 0.796, 3.635)
H (2.795, -5.195, 3.410)
H (2.717, -3.898, -0.898)
N (-4.839, -2.261, -0.762)
C (-5.076, -2.659, 0.683)
C (-5.167, -1.374, 1.497)
C (-3.833, -0.624, 1.523)
N (-3.565, -0.079, 0.164)
C (-2.706, -1.537, 2.005)
C (-2.596, -2.893, 1.306)
N (-2.033, -2.730, -0.044)
C (-3.963, -3.570, 1.197)
H (-5.714, -2.017, -1.220)
H (-4.375, -2.980, -1.313)
H (-4.207, -1.387, -0.733)
H (-6.023, -3.197, 0.704)
H (-5.456, -1.646, 2.514)
H (-5.961, -0.728, 1.114)
H (-3.917, 0.197, 2.240)
H (-4.019, 0.822, 0.053)
H (-2.572, 0.073, 0.030)
H (-2.866, -1.713, 3.073)
H (-1.743, -1.023, 1.942)
H (-1.959, -3.529, 1.931)
H (-1.961, -3.636, -0.501)
H (-1.072, -2.408, 0.019)
H (-4.277, -3.910, 2.186)
H (-3.893, -4.471, 0.578)
C (0.865, 2.077, -6.221)
C (1.119, 2.294, -4.876)
C (0.878, 1.284, -3.953)
C (0.386, 0.046, -4.367)
C (0.134, -0.160, -5.724)
C (0.371, 0.848, -6.644)
P (0.113, -1.253, -3.110)
C (1.401, -2.486, -3.520)
C (2.582, -2.113, -4.160)
C (3.583, -3.048, -4.393)
C (3.412, -4.368, -4.005)
C (2.240, -4.750, -3.365)
C (1.251, -3.812, -3.108)
C (-1.427, -2.026, -3.745)
C (-1.476, -3.097, -4.636)
C (-2.687, -3.539, -5.152)
C (-3.868, -2.895, -4.813)
C (-3.832, -1.820, -3.933)
C (-2.625, -1.407, -3.386)
H (1.051, 2.861, -6.942)
H (1.505, 3.249, -4.544)
H (1.072, 1.484, -2.904)
H (-0.252, -1.112, -6.066)
H (0.171, 0.677, -7.693)
H (2.719, -1.094, -4.498)
H (4.490, -2.744, -4.898)
H (4.184, -5.099, -4.208)
H (2.092, -5.782, -3.071)
H (0.342, -4.125, -2.605)
H (-0.561, -3.587, -4.943)
H (-2.703, -4.372, -5.843)
H (-4.806, -3.217, -5.245)
H (-4.746, -1.281, -3.706)
H (-2.609, -0.577, -2.687)

Forces on the atoms, in the same order (eV/Å):
Cs -0.625 -0.506 -0.252
C -0.001 -0.055 -0.005
C 0.030 0.057 0.043
N 0.621 0.253 0.453
C -0.045 0.068 -0.010
C -0.022 0.015 0.016
N -0.002 0.013 0.000
C 0.017 -0.031 0.019
C -0.008 0.003 0.018
C 0.015 0.033 0.012
C 0.013 -0.016 -0.051
C -0.031 -0.032 0.022
N 0.041 0.081 0.099
C 0.028 0.011 0.023
C 0.005 0.002 0.011
N 0.016 -0.007 0.012
C -0.077 -0.060 0.017
C 0.076 0.093 -0.011
N 0.008 0.032 -0.025
C -0.004 -0.020 -0.003
C 0.007 0.014 -0.018
C 0.020 -0.010 0.008
N -0.004 -0.008 0.002
C -0.014 0.008 -0.014
C -0.003 0.004 0.030
H -0.005 0.012 0.012
H 0.014 0.022 0.034
H 0.006 -0.015 0.002
H -0.003 0.001 0.006
H 0.020 0.005 -0.010
H -0.016 -0.005 -0.010
H 0.002 0.014 0.007
H 0.006 0.002 0.003
H 0.001 -0.006 -0.015
H -0.009 0.006 -0.003
H 0.012 -0.004 0.007
H -0.003 -0.012 0.010
N -0.030 0.050 -0.001
C 0.008 -0.051 0.034
C 0.007 -0.005 -0.011
C -0.010 0.015 0.007
C 0.016 -0.010 0.011
C -0.005 0.006 0.010
C -0.014 0.063 -0.086
N 0.022 0.097 -0.107
C 0.027 -0.055 0.015
C -0.027 0.101 0.033
C -0.007 0.004 0.007
S 0.025 -0.040 0.028
C -0.030 0.023 0.006
N 0.057 0.012 -0.118
H 0.004 -0.007 0.007
H 0.000 0.002 -0.007
H 0.002 0.000 -0.003
H 0.002 -0.004 0.001
H 0.001 -0.003 -0.001
H 0.000 0.002 -0.012
H -0.009 0.000 0.002
N 0.181 0.182 0.026
C 0.059 0.001 -0.118
C -0.025 -0.005 0.059
C 0.009 0.039 -0.003
N -0.005 -0.002 0.047
C -0.001 -0.029 0.038
C -0.008 0.005 -0.047
N -0.034 -0.079 -0.070
C -0.050 0.027 -0.043
H -0.021 -0.009 -0.014
H 0.030 -0.027 -0.015
H -0.120 -0.246 0.048
H 0.008 -0.015 0.023
H 0.021 0.028 -0.001
H -0.001 -0.001 -0.013
H 0.012 -0.007 0.015
H -0.019 0.019 0.000
H 0.033 -0.001 -0.011
H 0.002 -0.009 -0.015
H 0.010 0.013 -0.026
H -0.010 -0.007 0.014
H -0.020 -0.006 0.034
H 0.037 0.085 0.054
H 0.005 0.008 0.011
H 0.006 0.017 -0.005
C 0.002 -0.006 -0.011
C 0.009 0.000 -0.009
C 0.006 0.014 -0.005
C 0.050 0.043 0.019
C -0.010 0.003 -0.004
C 0.007 0.013 0.004
P -0.243 -0.096 -0.221
C 0.030 0.024 -0.013
C -0.004 -0.019 -0.019
C 0.013 -0.009 0.003
C 0.006 0.003 0.003
C -0.003 -0.005 0.001
C -0.013 -0.022 0.027
C -0.020 0.005 -0.087
C 0.011 -0.001 0.011
C -0.015 -0.001 0.002
C 0.004 -0.015 0.009
C -0.015 0.007 0.011
C 0.000 -0.012 0.019
H -0.002 -0.003 0.007
H -0.001 -0.004 -0.002
H -0.024 -0.087 -0.007
H -0.001 -0.008 0.007
H 0.002 -0.001 0.006
H -0.005 0.003 0.006
H -0.005 -0.002 0.003
H -0.006 0.002 0.000
H 0.004 0.007 0.001
H -0.002 0.012 0.002
H -0.002 0.000 -0.008
H 0.000 0.008 -0.001
H 0.004 0.005 0.001
H 0.001 -0.001 0.025
H -0.003 0.000 -0.020